Density functional theory data (the ωB97M-V functional and the def2-TZVPD basis) for a 10-piece molecular cluster, C20H60O10S10 overall at a distorted geometry.

Properties
ΔE to the lowest compared entry with this formula, charge and spin, kcal per mole: 341.21
HOMO-LUMO gap, eV: 8.31
Largest force on an atom, hartree/bohr: 0.28259
Total charge: 0
HOMO level, eV: -8.56

Each line ends with the Mulliken charge.
Geometry (Å):
C -34.681665 -46.202050 -8.626367  -0.25
S -33.333110 -45.318892 -9.388453  0.51
O -32.631852 -44.612387 -8.167475  -0.72
C -32.249675 -46.733925 -9.487249  -1.32
H -35.591427 -45.786635 -8.934830  -0.04
H -34.711232 -45.928751 -7.562099  0.40
H -34.814295 -47.306074 -9.006660  -0.04
H -32.549741 -47.400414 -10.264704  0.30
H -31.986317 -47.342873 -8.763063  0.57
H -31.339301 -46.373103 -9.829508  0.55
C -36.120801 -49.720343 -11.424542  -0.78
S -35.713723 -50.648645 -9.875536  0.62
O -36.874158 -50.571821 -8.959332  -0.42
C -35.820543 -52.254226 -10.611075  -1.33
H -36.986859 -50.061192 -11.827285  0.37
H -35.204688 -49.438202 -12.153305  0.12
H -36.074222 -48.836262 -10.932136  0.24
H -36.707252 -52.585537 -10.822265  0.37
H -35.643596 -52.968037 -9.882666  0.45
H -35.169866 -52.675265 -11.406977  0.29
C -38.996577 -49.851425 -4.932765  -1.18
S -37.876551 -50.825757 -5.921135  0.70
O -37.047577 -51.716952 -5.031917  -0.68
C -39.088684 -51.789632 -6.748624  -0.85
H -39.367448 -49.085665 -5.543833  0.34
H -38.280536 -49.511380 -4.214617  0.37
H -39.855691 -50.327960 -4.630719  0.40
H -38.781653 -52.692667 -7.382882  0.30
H -39.335567 -51.193794 -7.573288  0.19
H -39.940895 -52.218888 -6.167461  0.43
C -33.349343 -47.589239 -14.845367  -0.74
S -33.434387 -45.920315 -14.082980  0.52
O -32.459894 -46.111464 -12.929698  -0.58
C -32.536603 -45.087109 -15.408889  -1.20
H -33.728153 -47.436352 -15.872835  0.44
H -34.125836 -48.129417 -14.195933  0.09
H -32.359880 -47.986717 -14.673583  0.28
H -32.394204 -44.188795 -15.212490  0.53
H -33.132065 -45.154034 -16.307597  0.37
H -31.496061 -45.465984 -15.390497  0.30
C -35.004796 -53.280495 -6.970521  -0.98
S -34.857281 -53.993448 -5.299005  0.54
O -34.637571 -55.437405 -5.428402  -0.68
C -33.380779 -53.188593 -4.872559  -0.92
H -34.142083 -53.489698 -7.578610  0.30
H -35.239700 -52.301858 -7.110944  0.56
H -36.072488 -53.492281 -7.529428  0.17
H -32.614385 -53.456662 -5.506874  0.27
H -33.076631 -53.490698 -3.872090  0.42
H -33.671787 -52.061711 -4.543622  0.28
C -41.240505 -53.298265 -9.123847  -0.70
S -41.587284 -52.254523 -10.508976  0.45
O -42.779992 -51.366722 -10.189145  -0.64
C -40.085493 -51.273440 -10.756362  -0.27
H -41.034069 -52.952383 -8.130764  0.15
H -40.379729 -53.729633 -9.524987  0.30
H -42.036498 -54.070457 -9.148988  0.34
H -40.325994 -50.637494 -11.509405  0.60
H -39.329045 -51.806876 -10.878539  -0.20
H -40.103885 -50.543742 -9.865879  -0.03
C -38.108060 -45.989866 -10.081802  -0.54
S -39.421946 -45.636201 -8.918831  0.46
O -40.486180 -44.950554 -9.720328  -0.64
C -39.961777 -47.332541 -8.642788  -1.14
H -37.398106 -45.246297 -10.425503  0.47
H -38.762450 -46.488978 -10.918861  0.31
H -37.563289 -46.794432 -9.545480  -0.13
H -39.066278 -47.567342 -8.169641  0.51
H -39.767927 -47.855711 -9.396653  0.43
H -40.846843 -47.491065 -7.916206  0.32
C -32.315839 -51.069093 -15.956530  -1.02
S -32.405364 -52.109299 -14.495269  0.53
O -30.933091 -52.286007 -13.967794  -0.66
C -33.170811 -50.946941 -13.432638  -0.75
H -31.850496 -51.804917 -16.686889  0.38
H -31.438179 -50.228675 -15.977529  0.25
H -33.219606 -50.754464 -16.186048  0.42
H -33.268672 -51.255273 -12.483069  -0.18
H -34.170724 -50.620514 -13.827911  0.48
H -32.848404 -49.981307 -13.481109  0.51
C -38.329051 -53.294806 -13.740187  -0.47
S -37.778824 -52.687566 -15.249028  0.41
O -37.499680 -51.188990 -15.064709  -0.60
C -36.186765 -53.545912 -15.280147  -1.11
H -37.416054 -53.292033 -13.087531  -0.15
H -38.661010 -54.241523 -13.722891  0.61
H -39.186298 -52.634665 -13.352804  0.17
H -35.608257 -53.512705 -14.553112  0.28
H -35.708202 -53.170764 -16.319417  0.24
H -36.310891 -54.514200 -15.418240  0.65
C -31.426008 -52.002326 -10.690497  -1.71
S -31.051134 -51.021489 -9.265949  0.31
O -32.272348 -50.053227 -9.190755  -0.51
C -31.226495 -52.263317 -8.081554  -1.22
H -32.491085 -52.304418 -10.906610  0.23
H -31.035700 -52.780864 -10.730892  1.28
H -30.830590 -51.511445 -11.519015  0.36
H -30.442997 -52.708824 -7.566843  0.54
H -31.839743 -53.027819 -8.368317  0.47
H -32.009999 -51.945673 -7.361457  0.31

Atomic forces in eV per Å
C -0.918 -1.852 -0.357
S 2.721 -0.016 3.737
O -1.715 -0.263 -2.322
C -1.451 1.705 -4.477
H -1.385 1.044 -0.875
H 0.733 -0.989 -0.082
H 0.830 1.852 1.366
H -0.619 -0.401 -0.894
H 0.165 -2.301 4.749
H 1.730 1.190 -0.842
C 5.218 -0.330 0.045
S 1.259 -0.220 -1.444
O -0.631 0.109 -0.218
C 4.661 -0.155 -0.147
H -2.523 -0.590 -1.431
H -1.945 -1.750 1.396
H -1.371 3.392 1.124
H -5.861 -0.684 -1.774
H 1.005 -1.146 2.323
H 0.096 1.386 0.083
C 1.784 -0.160 -0.762
S 1.533 -1.025 0.032
O -0.764 0.646 -0.235
C -0.669 -3.162 -0.724
H -0.055 1.553 -0.966
H -0.258 0.522 0.958
H -1.529 -1.598 1.475
H 0.793 1.022 1.380
H -1.275 1.451 -0.963
H 0.549 0.935 -0.130
C -2.676 0.757 0.922
S 1.867 -1.092 0.828
O -1.028 0.695 -0.704
C -0.238 -7.510 -0.937
H 0.423 -0.763 0.365
H 1.133 0.363 -1.218
H 0.256 0.085 -0.321
H 0.621 8.438 2.147
H 0.255 -0.357 -0.466
H -0.681 -0.571 -0.607
C -2.511 -2.511 -1.442
S -2.623 1.051 0.016
O 0.727 -0.896 -0.481
C -1.309 3.048 3.318
H 0.210 -0.603 -0.401
H 0.294 3.663 1.044
H 2.564 -1.080 1.433
H 1.872 0.281 -1.678
H -0.163 -0.772 0.071
H 0.897 -2.215 -1.848
C -1.024 -0.403 -0.273
S -2.492 0.525 -0.757
O 1.796 -0.487 -0.239
C -7.185 4.661 5.580
H -0.229 0.710 0.336
H 1.762 -1.337 -0.253
H 0.412 0.584 0.191
H -0.589 1.497 -2.781
H 6.769 -4.522 -0.885
H 0.773 -1.241 -0.948
C -1.365 -3.209 -0.820
S -1.771 2.068 -0.183
O 0.480 -0.094 0.361
C -1.459 4.425 6.595
H -0.550 0.485 0.204
H 1.725 1.047 0.995
H 0.114 0.261 -0.617
H 1.572 -1.017 2.257
H -0.209 -4.502 -7.037
H 1.419 0.456 -1.795
C 7.522 -1.248 -0.072
S 3.536 -0.050 1.001
O -3.043 0.266 -1.085
C -2.750 0.596 -3.210
H -1.082 0.869 0.414
H -2.403 -1.757 0.802
H -4.236 1.604 -1.452
H -0.250 -1.255 3.215
H 0.085 -1.445 0.094
H 2.508 2.407 0.170
C 0.632 3.559 3.115
S 0.905 2.199 -1.726
O -0.179 -2.065 0.121
C -3.602 4.056 -8.907
H -1.090 0.417 0.040
H -1.264 -3.554 -0.580
H 1.495 -0.778 -0.534
H 5.232 1.558 6.914
H -0.788 -0.661 2.605
H -1.270 -4.726 -0.996
C -5.113 11.473 -1.779
S -1.918 2.327 -1.062
O 1.992 -1.619 0.304
C -2.621 0.915 2.319
H 0.777 1.335 0.487
H 6.844 -12.810 0.481
H -1.643 -0.005 0.331
H 1.990 -0.099 0.680
H -1.205 -2.497 -1.956
H 0.995 0.905 0.269

***

Density functional theory data (the ωB97M-V functional and the def2-TZVPD basis) for C20H60O10S6 as an isolated structure at a distorted geometry.

Properties
ΔE to the lowest compared entry with this formula, charge and spin, kcal per mole: 67.29
HOMO-LUMO gap, eV: 8.03
Largest force on an atom, hartree/bohr: 0.21138
Total charge: 0
HOMO level, eV: -8.10

Each line ends with the Mulliken charge.
Geometry (Å):
C 2.035229 -4.055146 -0.200125  -0.96
C 0.732229 -4.196146 -1.099125  0.25
O 1.021229 -4.438146 -2.403125  -0.51
H 2.560229 -5.030146 -0.389125  0.37
H 1.902229 -4.019146 0.832875  0.47
H 2.688229 -3.222146 -0.531125  -0.06
H 0.015229 -3.324146 -0.881125  -0.13
H 0.196229 -4.915146 -0.479125  0.30
H 0.241229 -4.619146 -2.944125  0.30
C -0.044771 0.238854 5.130875  -0.92
C 1.388229 -0.146146 4.971875  -0.48
O 1.536229 -0.869146 3.712875  -0.38
H -0.583771 -0.631146 5.274875  0.50
H -0.683771 0.878854 4.339875  0.05
H 0.029229 0.752854 6.035875  0.38
H 1.715229 -0.817146 5.842875  0.35
H 1.905229 0.690854 4.776875  0.40
H 2.209229 -1.694146 3.850875  0.27
C -4.375771 -3.175146 2.312875  -1.51
C -3.071771 -3.348146 1.430875  -0.02
O -3.396771 -2.744146 0.245875  -0.44
H -4.221771 -3.559146 3.211875  0.47
H -5.105771 -3.535146 1.721875  0.50
H -4.711771 -2.109146 2.398875  0.27
H -2.707771 -4.583146 1.131875  0.18
H -2.258771 -3.017146 1.893875  0.28
H -4.132771 -1.947146 0.446875  0.29
C 0.284229 3.301854 -2.424125  -0.78
C 0.388229 2.906854 -0.889125  0.99
O 1.724229 2.586854 -0.650125  -0.83
H 0.725229 2.464854 -3.006125  -0.11
H 0.834229 4.194854 -2.638125  0.47
H -0.883771 3.273854 -2.794125  0.14
H -0.271771 2.081854 -0.568125  -0.84
H 0.202229 3.710854 -0.189125  0.43
H 1.722229 1.589854 -0.794125  0.36
C 1.913229 -0.612146 -4.670125  -0.63
S 1.985229 0.184854 -6.273125  0.41
O 0.603229 0.044854 -6.932125  -0.63
C 1.891229 1.837854 -5.810125  -0.64
H 2.545229 -0.213146 -3.972125  0.28
H 2.066229 -1.656146 -4.783125  0.48
H 0.948229 -0.416146 -4.031125  -0.05
H 2.657229 2.235854 -4.996125  0.29
H 0.889229 1.952854 -5.317125  0.15
H 2.192229 2.264854 -6.846125  0.34
C 7.651229 -1.260146 -2.077125  -0.92
S 6.410229 -2.407146 -1.278125  0.44
O 5.673229 -1.583146 -0.256125  -0.55
C 5.347229 -2.492146 -2.806125  -0.90
H 7.159229 -0.221146 -2.523125  0.24
H 7.944229 -1.769146 -2.930125  0.39
H 8.449229 -0.960146 -1.420125  0.34
H 4.237229 -2.745146 -2.529125  0.09
H 5.978229 -3.217146 -3.322125  0.44
H 5.242229 -1.721146 -3.348125  0.45
C -2.799771 -1.055146 -2.858125  -0.66
S -3.356771 0.568854 -3.560125  0.41
O -4.914771 0.572854 -3.496125  -0.66
C -2.703771 1.461854 -2.099125  0.10
H -3.024771 -2.039146 -3.425125  0.41
H -3.264771 -1.272146 -1.980125  0.09
H -1.778771 -1.216146 -2.779125  0.22
H -3.093771 1.121854 -1.265125  0.11
H -3.095771 2.442854 -2.212125  0.54
H -1.676771 1.493854 -1.970125  -0.61
C -0.434771 -0.164146 0.114875  0.22
S 1.132229 -0.520146 -0.769125  0.71
O 1.363229 0.833854 -1.450125  -0.43
C 2.169229 -0.585146 0.648875  -1.51
H -1.153771 -0.586146 -0.553125  -0.30
H -0.474771 0.965854 0.206875  -0.36
H -0.518771 -0.751146 1.054875  0.38
H 2.055229 0.417854 1.393875  0.09
H 3.072229 -0.693146 0.295875  1.00
H 1.917229 -1.333146 1.329875  0.33
C 0.077229 2.661854 2.835875  0.36
S 0.204229 4.337854 3.343875  0.32
O -0.016771 5.315854 2.169875  -0.62
C -1.440771 4.371854 4.094875  -0.99
H -0.913771 2.568854 2.507875  -0.07
H 0.212229 2.010854 3.737875  -0.12
H 0.761229 2.592854 1.983875  -0.06
H -2.204771 4.328854 3.445875  0.27
H -1.443771 5.270854 4.653875  0.48
H -1.421771 3.589854 4.834875  0.28
C -5.766771 2.041854 2.812875  -1.56
S -4.431771 1.285854 1.939875  0.74
O -3.912771 2.474854 1.053875  -0.67
C -3.269771 1.279854 3.338875  -0.44
H -6.055771 1.556854 3.793875  0.36
H -6.585771 2.173854 2.448875  0.62
H -5.476771 2.996854 3.136875  0.40
H -3.257771 2.251854 3.772875  0.37
H -2.315771 0.786854 2.784875  -0.34
H -3.546771 0.512854 4.117875  0.52

Atomic forces in eV per Å
C 0.559 -0.891 -3.862
C -0.766 2.042 4.554
O 0.438 -0.402 -1.243
H -0.041 0.944 0.123
H -0.828 0.310 1.659
H -0.278 -0.481 0.194
H 1.126 -0.375 -0.904
H -0.296 -1.235 -0.902
H 0.077 0.088 0.395
C -1.005 1.245 -1.767
C -1.343 -3.751 -1.164
O 2.312 -3.557 0.747
H -1.410 -1.786 0.460
H 2.045 -1.777 1.825
H -0.801 1.249 1.693
H -0.307 1.413 -1.104
H 2.602 3.038 0.370
H -2.443 3.176 -0.450
C 3.025 2.796 -2.652
C -4.001 -4.344 -0.875
O -2.318 3.986 -1.289
H -0.062 -1.938 4.033
H -2.755 -2.136 -1.389
H 1.036 -0.357 0.102
H -1.597 3.359 1.049
H 3.619 1.937 1.850
H 3.105 -3.199 -0.846
C -3.411 -2.199 0.325
C 0.907 1.530 -0.774
O 1.050 5.338 3.064
H -0.059 0.507 0.437
H -0.087 0.639 -0.062
H 2.922 0.831 0.808
H 0.029 0.990 -0.948
H -0.753 0.702 -0.298
H 1.562 2.528 1.590
C -3.595 0.193 0.561
S -2.079 -1.663 -0.551
O 1.871 -0.393 0.642
C 1.961 2.493 1.275
H 2.596 1.086 1.293
H 0.057 -0.943 -0.120
H 1.022 -0.413 -1.908
H -1.176 -1.090 -1.810
H 0.658 0.434 -1.267
H -1.339 0.314 1.981
C -2.736 2.938 -0.019
S -0.995 2.718 -0.309
O 0.399 -0.761 -0.344
C -0.416 -6.106 4.862
H 0.795 -2.724 1.507
H 1.177 -1.083 -1.586
H 0.245 -0.325 0.307
H 2.355 -0.483 -0.294
H -0.955 -0.552 -0.497
H -0.042 6.369 -3.625
C -1.153 -1.790 -3.560
S -1.767 -1.224 0.762
O 3.174 0.048 0.246
C -0.751 1.185 -3.941
H -0.356 1.990 -0.110
H -1.331 0.065 2.858
H 2.336 0.737 0.355
H -2.279 -2.071 4.073
H -0.121 1.067 -0.165
H 2.082 -0.135 -0.524
C 0.677 -0.376 0.400
S -1.634 -0.144 0.561
O -1.269 -9.314 -4.464
C -3.881 4.706 3.197
H -0.955 0.247 -0.377
H -0.189 -1.966 0.390
H 0.329 0.597 -0.409
H 0.414 -2.398 -2.494
H 5.234 -0.443 -1.492
H -0.670 -1.632 0.594
C 1.056 -0.139 0.105
S -1.280 3.008 -1.231
O 0.835 -1.867 1.405
C 3.619 -0.165 2.896
H -1.403 -0.472 -0.837
H 0.608 0.925 -1.409
H 0.211 -0.626 0.287
H -2.439 -0.297 -2.682
H -0.286 1.107 0.416
H -0.405 -0.600 0.331
C 7.264 -2.306 6.733
S 0.976 2.802 -1.410
O -0.786 -2.655 1.523
C 1.012 -3.677 -1.276
H 0.801 -0.212 -0.929
H -9.229 0.989 -5.657
H 1.046 1.481 0.182
H 0.667 0.739 0.021
H -1.809 1.847 1.581
H -0.009 0.739 -0.798